<A>
20
Properties=species:S:1:pos:R:3:mulliken_charge:R:1 method="wB97M-V/def2-TZVPD" multiplicity=1
C 0.4833 -2.4298 -1.3493 -1.538
C 0.3580 -0.9914 -0.8187 0.448
N 0.7722 0.0848 -1.7284 -0.779
C -1.0468 -0.8384 -0.2615 -0.307
C -1.1422 0.1484 0.9150 -0.966
S 0.0139 0.1537 2.3637 -0.178
H -0.3685 -2.6773 -1.9861 0.326
H 0.5921 -3.0178 -0.4561 0.380
H 1.3365 -2.6460 -2.0081 0.371
H 1.1583 -1.0506 -0.0444 0.244
H 1.7506 -0.0751 -1.9731 0.289
H 0.9395 0.9390 -1.1926 0.259
H -1.8101 -0.5158 -0.9716 0.380
H -1.2274 -1.7119 0.4015 0.225
H -0.9969 1.1735 0.5236 0.317
H -2.1091 0.3086 1.3953 0.427
H 1.0305 0.4218 1.5101 0.094
O -0.2258 4.4552 1.7419 -0.628
H 0.6433 4.7617 2.0569 0.321
H -0.1515 3.5073 1.8818 0.316

---

<B>
20
Properties=species:S:1:pos:R:3:mulliken_charge:R:1 method="wB97M-V/def2-TZVPD" multiplicity=1
C -2.5113 1.4409 0.7150 -0.718
S -2.5058 0.2121 -0.6636 -0.095
C -0.8181 -0.2572 -0.7281 -0.277
C -0.2599 -0.8537 0.6042 -0.390
C 0.8068 -1.9517 0.4672 -0.770
N 2.0164 -1.4407 -0.1602 -0.479
H -2.3865 0.9159 1.6532 0.244
H -3.4100 2.0167 0.5719 0.325
H -1.6026 2.0301 0.5849 0.202
H -0.1987 0.5922 -1.0208 -0.072
H -0.6436 -1.0488 -1.4601 0.345
H -1.0764 -1.1904 1.2443 0.327
H 0.2188 0.0062 1.0863 0.245
H 0.9220 -2.4508 1.4225 0.390
H 0.3825 -2.6785 -0.2413 0.331
H 2.1199 -1.7260 -1.1189 0.211
H 2.8984 -1.6658 0.2910 0.189
O 1.8991 2.7341 -0.7020 -0.622
H 2.7543 2.9299 -1.0854 0.298
H 1.3948 2.3856 -1.4600 0.316

---

<B> is the most stable structure; the next one sits 10.5 kcal/mol above it.

---

<A>
20
Properties=species:S:1:pos:R:3:mulliken_charge:R:1 method="wB97M-V/def2-TZVPD" multiplicity=1
C -1.4683 0.5309 -0.2961 -0.208
N -0.2716 0.7016 -1.0533 -0.261
C 0.9428 0.0134 -0.5222 -0.622
C 1.0220 0.1260 1.0257 -0.636
S 0.0898 -1.1269 1.7537 0.011
C -2.2393 -0.7356 -0.6324 -1.094
H -2.1091 1.4140 -0.4163 0.384
H -1.3362 0.4319 0.8317 0.076
H 2.0390 -3.3761 0.5171 -0.061
H 1.1016 -0.9940 -0.9037 0.335
H 1.7641 0.5986 -0.9535 0.458
H 0.6787 1.0914 1.4180 0.417
H 2.1084 0.1202 1.2201 0.361
H 2.5933 -3.2737 0.9837 0.061
H -2.6636 -0.7549 -1.6413 0.347
H -3.0046 -0.9911 0.0983 0.351
H -1.5278 -1.5629 -0.6208 0.266
H 0.1803 1.6679 -0.9745 0.466
H 1.0655 3.5076 0.2410 0.157
O 1.0348 2.6118 -0.0753 -0.808

---

<B>
20
Properties=species:S:1:pos:R:3:mulliken_charge:R:1 method="wB97M-V/def2-TZVPD" multiplicity=1
C -0.2903 1.3275 0.0826 -0.752
C 0.8170 0.6393 -0.6660 -0.396
S 2.3911 0.7742 0.1674 -0.095
C -0.8036 0.2475 1.0046 -0.355
N -1.2535 -0.8904 0.3426 -0.284
C -1.5893 -1.9439 1.2536 -1.034
H 0.1462 2.1872 0.5974 0.355
H -0.9774 1.7611 -0.6533 0.296
H 1.0678 0.8340 -1.7101 0.314
H 0.6510 -0.4652 -0.5973 0.156
H 2.2280 -1.9187 0.6679 0.052
H 0.1737 -0.0098 1.5235 0.286
H -1.4005 0.6523 1.8346 0.415
H 1.5387 -2.1998 0.7656 -0.062
H -0.8530 -1.9786 2.0779 0.348
H -1.5720 -2.8981 0.7359 0.313
H -2.5287 -1.8057 1.8093 0.358
H -1.6855 -0.8373 -2.7555 0.271
H -1.5800 -0.4114 -1.1674 0.517
O -1.6677 -0.1044 -2.1231 -0.703

---

<C>
20
Properties=species:S:1:pos:R:3:mulliken_charge:R:1 method="wB97M-V/def2-TZVPD" multiplicity=1
C -0.6859 -1.7003 -0.4830 -1.535
C 0.3535 -0.6043 -0.6161 0.432
N 1.5244 -0.9891 -1.3445 -0.568
C 0.7806 -0.0581 0.7815 -1.110
C 1.5560 1.2510 0.6606 -0.540
S 0.4886 2.7203 0.8274 -0.134
H -0.2482 -2.5671 0.0107 0.350
H -1.5009 -1.4011 0.1721 0.376
H -1.1661 -1.9319 -1.4300 0.375
H -0.1091 0.2581 -1.1127 0.385
H 1.4299 -0.7986 -2.3329 0.237
H 1.7716 -1.9637 -1.2468 0.234
H 1.3211 -0.8854 1.2531 0.431
H -0.1211 0.0738 1.3703 0.475
H 2.0556 1.2872 -0.2989 0.322
H 2.3082 1.2374 1.4465 0.366
H -0.5669 2.0211 0.4117 -0.165
O -2.9814 1.0288 0.8613 -0.569
H -3.8425 1.4026 0.6631 0.301
H -2.3673 1.6194 0.4066 0.337

---

<D>
20
Properties=species:S:1:pos:R:3:mulliken_charge:R:1 method="wB97M-V/def2-TZVPD" multiplicity=1
C -2.0276 -0.0451 -1.3114 -1.451
C -1.0618 0.3428 -0.2275 0.927
N -1.7148 0.9896 0.8562 -0.644
C -0.4509 -0.9796 0.3282 -1.085
C 1.0170 -1.0517 0.6604 -0.686
S 2.3319 -1.0919 -0.6589 -0.250
H -2.6187 -0.8941 -0.9465 0.367
H -1.5738 -0.6384 -2.2015 0.281
H -2.5555 0.7687 -1.8309 0.373
H -0.2069 0.9010 -0.6084 0.165
H -1.1655 1.0981 1.6875 0.194
H -2.2524 1.7924 0.5158 0.217
H -1.1463 -1.3595 1.1117 0.516
H -0.6753 -1.8235 -0.3382 0.310
H 1.4355 -0.2211 1.2205 0.294
H 1.1970 -1.9940 1.1977 0.373
H 1.7750 -2.0731 -1.4471 0.116
O 3.0545 1.9831 0.9958 -0.600
H 3.4407 2.8402 0.7938 0.302
H 3.1977 1.4562 0.2029 0.282

---

<C> is the most stable structure; the next one sits 12.3 kcal/mol above it.

---

<A>
16
Properties=species:S:1:pos:R:3:mulliken_charge:R:1 method="wB97M-V/def2-TZVPD" multiplicity=1
H 1.8577 0.0588 -2.4225 0.222
N 0.9600 0.6331 -1.8312 -0.588
C 0.9744 0.1272 -0.6927 0.220
N 1.8236 -0.9241 -0.1288 -0.484
C 0.0675 0.7923 0.3372 -0.020
C -0.6600 -0.2722 1.2698 -0.873
C -1.8053 -0.1951 0.2551 -0.751
N -1.2577 1.1544 -0.2359 -0.571
H 2.7316 -1.1434 -0.7524 0.242
H 1.8798 -0.9591 0.8885 0.222
H 0.6045 1.4752 0.8435 0.479
H -0.1903 -1.0195 1.2665 0.637
H -1.1410 0.2343 2.1382 0.253
H -2.7211 -0.1427 0.5334 0.493
H -1.7624 -0.9600 -0.4170 0.319
H -1.3611 1.1409 -1.0516 0.199

---

<B>
16
Properties=species:S:1:pos:R:3:mulliken_charge:R:1 method="wB97M-V/def2-TZVPD" multiplicity=1
C -2.1288 -0.8571 0.1072 -1.197
C 0.8630 -1.5450 0.0608 -1.338
C -0.4060 0.7881 -0.0118 0.851
C 0.0235 -0.3678 -0.0279 -0.060
N -1.0480 1.9467 -0.1205 -0.459
N 1.8590 1.4045 0.0753 -0.184
N 2.8500 0.7689 -0.1571 -0.324
H -1.0736 2.3515 -1.0461 0.244
H -0.8531 2.6210 0.6075 0.254
H 3.7565 1.3228 -0.1083 0.212
H 1.9189 -1.2355 0.0261 0.365
H 0.6823 -2.0825 0.9945 0.297
H -2.5469 -0.4224 1.0080 0.316
H -2.6083 -0.5431 -0.8131 0.322
H -1.9495 -1.9250 0.1754 0.387
H 0.6608 -2.2251 -0.7699 0.314

---

<A> is the most stable structure; the next one sits 39.7 kcal/mol above it.